# 1
The following is a quantum chemistry calculation of a structure of composition C3H2FMgO2, from the Open Molecules 2025 dataset.

Calculated values
* total charge: -1
* orbital gap (spin up / spin down): 0.200 / 0.201 Ha
* LUMO energy (spin up / spin down): 3.332 / 3.356 eV

XYZ file:
```
9
Properties=species:S:1:pos:R:3:lowdin_charge:R:1
C 0.08434 -0.73239 0.09278 -0.420
C 0.55222 1.62061 0.09465 -0.271
O 0.80902 0.11830 -0.56312 -0.096
O -0.56672 -0.12303 1.07053 -0.183
C -0.20344 1.26695 1.24999 -0.182
H 1.50627 2.14925 0.18435 0.121
F -0.17550 2.26527 -0.93409 -0.061
H 0.34460 1.36276 2.19269 0.052
Mg -0.32660 -3.02545 -0.36794 0.041
```

---

# 2
The following is a quantum chemistry calculation of an isolated molecule of C3H2FN, from the Open Molecules 2025 dataset.

Calculated values
* orbital gap: 0.400 Ha
* structure (SMILES): C=C(F)C#N
* LUMO energy: 0.321 eV

XYZ file:
```
7
Properties=species:S:1:pos:R:3:lowdin_charge:R:1
C -0.24169 0.18057 0.47520 -0.373
C -0.32780 0.39758 -0.87141 0.113
C 0.74207 -0.76455 0.90689 -0.188
H 0.20800 -0.16114 -1.58848 0.057
H -1.06260 1.15837 -1.33817 0.107
N 1.45205 -1.62738 0.92208 0.184
F -0.77002 0.81654 1.49389 0.098
```

---

# 3
The following is a quantum chemistry calculation of an isolated molecule of C3H2FNO, from the Open Molecules 2025 dataset.

Calculated values
* orbital gap: 0.383 Ha
* structure (SMILES): Fc1ncco1
* LUMO energy: 0.938 eV

XYZ file:
```
8
Properties=species:S:1:pos:R:3:lowdin_charge:R:1
C -1.14264 0.31427 -0.28389 -0.438
C 0.51665 -0.90314 0.09904 -0.139
C 0.95026 0.37266 0.18755 -0.104
H 1.06027 -1.86210 0.48118 0.145
H 1.73515 0.94535 0.49000 0.094
N -0.82393 -0.92662 -0.14523 0.145
O -0.06454 1.15330 -0.21881 0.098
F -2.23121 0.90629 -0.60983 0.200
```

---

Number 1: molar mass 113.3 g/mol, energy -565.864509 hartree. Number 2: molar mass 71.1 g/mol, energy -270.072912 hartree. Number 3: molar mass 87.1 g/mol, energy -345.338729 hartree.